[1]
This record from the Open Molecules 2025 dataset describes a cluster of 3 separate species, C5H17NO2 in total. The level of theory is ωB97M-V/def2-TZVPD.

Element x y z (Å)
C 2.46 -1.39 -0.26
C 0.97 -1.07 -0.20
C 0.61 -0.34 1.14
C 1.07 1.10 1.22
C 0.90 1.95 -0.02
N -0.54 2.15 -0.27
H 3.07 -0.53 -0.50
H 2.59 -2.19 -0.99
H 2.75 -1.91 0.64
H 0.49 -0.45 -0.96
H 0.43 -2.00 -0.22
H 1.16 -0.94 1.89
H -0.41 -0.52 1.45
H 2.07 1.18 1.63
H 0.51 1.56 2.05
H 1.52 1.59 -0.84
H 1.29 2.94 0.21
H -0.69 2.50 -1.22
H -0.95 1.22 -0.33
O -3.00 -0.34 0.91
H -2.23 -0.40 1.47
H -3.09 -1.01 0.24
O -1.85 -1.57 -2.04
H -1.19 -1.46 -1.34
H -1.36 -1.36 -2.84

Results
* SMILES: CCCCCN.O.O
* HOMO-LUMO gap: 10.23 eV
* total charge: 0



[2]
This record from the Open Molecules 2025 dataset describes the molecule C8H8BrNO4S. The level of theory is ωB97M-V/def2-TZVPD.

Element x y z (Å)
O 0.40 -2.64 -0.30
N 0.02 -1.71 -0.94
O -0.25 -1.75 -2.11
C -0.13 -0.30 -0.05
C 1.25 0.30 -0.12
C 2.04 0.56 -1.18
C 3.13 1.41 -0.85
C 3.26 1.53 0.51
S 2.01 0.91 1.43
O -0.43 -0.70 1.24
C -1.74 -1.19 1.52
C -2.83 -0.43 0.80
O -2.45 -0.23 -0.68
C -1.28 0.39 -0.78
Br -1.14 2.28 -0.04
H 1.61 0.66 -2.15
H 3.65 1.99 -1.71
H 3.98 2.12 0.99
H -1.73 -0.92 2.61
H -1.71 -2.24 1.44
H -3.58 -1.16 0.93
H -3.08 0.61 1.23
H -0.99 0.51 -1.80

Results
* SMILES: O=[N+]([O-])[C@]1(c2cccs2)OCCO[C@H]1Br
* HOMO-LUMO gap: 9.39 eV
* total charge: 0



[3]
This record from the Open Molecules 2025 dataset describes a structure of composition C15H27N3O3Sn. The level of theory is ωB97M-V/def2-TZVPD.

Element x y z (Å)
C -3.37 6.50 -3.64
C -4.46 6.44 -4.48
H -3.13 7.48 -3.22
H -2.59 5.72 -3.66
C -5.14 5.20 -4.69
C -4.84 4.13 -3.90
H -4.06 4.18 -3.17
H -5.42 3.21 -4.04
C -4.94 7.67 -5.23
H -4.40 8.54 -4.85
H -6.02 7.84 -5.10
H -4.76 7.60 -6.31
C -6.20 5.05 -5.77
H -5.84 5.32 -6.76
H -7.08 5.68 -5.57
H -6.54 4.01 -5.79
Sn 0.16 1.06 -1.47
O -1.34 2.71 -1.01
C -2.59 2.77 -0.78
O -1.48 0.09 -0.42
C -2.59 0.46 0.05
O -3.31 -0.33 0.82
N -3.22 1.65 -0.19
C -4.59 0.36 1.15
C -4.58 1.65 0.38
H -4.60 0.55 2.22
H -5.39 -0.30 0.82
H -4.73 2.53 1.00
H -5.34 1.65 -0.41
C -3.45 3.83 -1.19
C -2.97 5.09 -1.46
H -4.50 3.54 -1.32
H -1.90 5.22 -1.58
H -3.63 5.95 -1.43
N 1.20 -1.43 -1.74
C 1.81 -2.20 -0.64
C 2.90 -1.43 0.09
C 2.55 -0.02 0.57
N 1.10 0.29 0.66
H 1.86 -1.32 -2.50
H 0.40 -1.95 -2.13
H 1.03 -2.48 0.06
H 2.24 -3.12 -1.03
H 3.20 -2.02 0.97
H 3.79 -1.35 -0.54
H 3.02 0.17 1.54
H 2.96 0.72 -0.14
H 0.93 1.08 1.29
H 0.53 -0.49 1.01

Results
* HOMO-LUMO gap: 5.77 eV
* total charge: +2



[4]
This record from the Open Molecules 2025 dataset describes a cluster of 2 separate species, C4H2 in total. The level of theory is ωB97M-V/def2-TZVPD.

Element x y z (Å)
C -4.06 0.25 0.36
C -4.83 -0.21 -0.38
C -0.26 -0.29 -0.15
C -1.33 0.18 0.24
H -0.36 -1.25 -0.77
H 0.58 0.28 0.14

Results
* HOMO-LUMO gap (spin up / spin down): 8.65 / 8.03 eV
* total charge: 0



[5]
This record from the Open Molecules 2025 dataset describes a structure of composition C8H17I3N2. The level of theory is ωB97M-V/def2-TZVPD.

Element x y z (Å)
C 0.27 1.31 -0.05
C 0.46 -1.09 0.49
C -0.66 1.53 1.03
C -0.77 -0.80 1.36
C 1.25 0.15 0.30
C -2.57 0.09 -0.04
C 2.26 -1.24 -1.69
C 3.94 0.05 -0.09
N -1.56 0.36 1.08
N 2.39 -0.05 -0.76
I 4.00 2.02 0.90
I 3.84 -1.53 1.41
I 5.52 -0.25 -1.53
H -0.33 1.05 -0.99
H 0.84 2.22 -0.33
H 1.06 -1.90 0.94
H 0.08 -1.42 -0.39
H -0.03 1.67 2.00
H -1.21 2.52 0.96
H -1.38 -1.69 1.42
H -0.48 -0.64 2.44
H 1.75 0.36 1.30
H -2.18 -0.07 -1.12
H -3.21 -0.76 0.23
H -3.10 1.04 -0.13
H 2.25 -2.21 -1.22
H 1.38 -1.14 -2.34
H 3.28 -1.24 -2.20
H -2.18 0.44 1.98
H 2.46 0.84 -1.41

Results
* HOMO-LUMO gap: 8.32 eV
* total charge: +2



[6]
This record from the Open Molecules 2025 dataset describes a cluster of 2 separate species, C6H12O2 in total. The level of theory is ωB97M-V/def2-TZVPD.

Element x y z (Å)
C -0.49 0.86 -2.58
C -0.74 1.52 -1.15
C -0.50 -1.07 2.92
C 0.18 -0.41 1.91
O 1.50 -0.31 1.87
C -0.52 0.16 0.82
C 0.10 0.83 -0.21
H -1.34 0.26 -2.88
H 0.36 0.19 -2.57
H -0.32 1.61 -3.35
H -0.56 2.57 -1.41
H -1.77 1.38 -0.85
H 0.05 -1.58 3.69
H -1.58 -1.11 2.92
H 1.92 -0.77 2.61
H -1.57 -0.06 0.79
H 1.16 0.95 -0.29
H 1.94 -1.31 -0.39
H 0.76 -2.14 -0.70
O 1.41 -1.57 -1.15

Results
* expectation value of S²: 0.79
* HOMO-LUMO gap (spin up / spin down): 9.41 / 7.35 eV
* total charge: +1
* 2S+1: 2



[7]
This record from the Open Molecules 2025 dataset describes a structure of composition C18H26LuN2O3P2S2Si. The level of theory is ωB97M-V/def2-TZVPD.

Element x y z (Å)
Lu 0.49 -1.44 0.53
S 1.07 -0.79 3.01
C 2.71 -1.11 2.52
S 3.10 -1.20 0.82
C 3.71 -1.23 3.47
C 5.07 -1.43 3.10
N 6.18 -1.59 2.84
C 3.44 -1.12 4.87
N 3.24 -1.05 6.00
C -0.72 -1.41 -3.10
P 0.57 -0.53 -2.15
C 2.02 -0.70 -3.25
C 0.10 1.23 -2.39
C -0.32 1.72 -3.62
C -0.71 3.04 -3.78
C -0.67 3.89 -2.68
C -0.24 3.42 -1.45
C 0.15 2.09 -1.29
P 0.78 1.45 0.32
C -0.24 2.38 1.53
C 2.36 2.37 0.44
H -0.75 -1.11 -4.15
H -1.68 -1.21 -2.63
H -0.51 -2.47 -3.03
H 1.83 -0.31 -4.25
H 2.27 -1.76 -3.31
H 2.87 -0.18 -2.81
H -0.35 1.06 -4.48
H -1.04 3.40 -4.74
H -0.98 4.93 -2.79
H -0.22 4.10 -0.61
H -0.06 3.45 1.48
H 0.02 2.01 2.52
H -1.29 2.16 1.34
H 2.22 3.44 0.26
H 3.07 1.97 -0.28
H 2.78 2.21 1.43
O 0.86 -3.25 -0.97
C 0.89 -3.97 0.06
O 0.55 -3.55 1.19
H 1.24 -5.01 -0.03
C -2.65 -2.68 1.57
Si -2.68 -0.85 1.13
C -4.26 -0.48 0.18
C -2.77 0.10 2.74
O -1.37 -0.49 0.24
H -3.60 -3.00 2.00
H -1.87 -2.90 2.30
H -2.46 -3.30 0.69
H -5.14 -0.77 0.76
H -4.29 -1.01 -0.77
H -4.33 0.59 -0.03
H -3.54 -0.34 3.38
H -3.03 1.15 2.59
H -1.82 0.06 3.28

Results
* HOMO-LUMO gap: 7.15 eV
* total charge: -1



[8]
This record from the Open Molecules 2025 dataset describes a cluster of 2 separate species, C18H31ClN2O6PS in total. The level of theory is ωB97M-V/def2-TZVPD.

Element x y z (Å)
C -3.15 -4.26 -1.36
C -3.80 -3.95 0.01
S -2.67 -4.00 1.40
C -1.44 -2.74 0.96
C -2.09 -1.38 0.87
C -2.50 -0.95 -0.37
N -3.14 0.22 -0.56
C -3.56 0.66 -1.91
C -3.44 -0.43 -2.97
C -2.14 -0.60 -3.70
N -4.40 -1.21 -3.23
C -3.36 1.03 0.49
Cl -4.16 2.51 0.27
C -2.95 0.68 1.75
C -2.30 -0.53 1.96
C -1.87 -0.86 3.37
O -2.60 -0.66 4.30
O -0.63 -1.38 3.52
H -3.84 -4.86 -1.94
H -2.98 -3.36 -1.95
H -2.22 -4.81 -1.21
H -4.57 -4.70 0.19
H -4.31 -2.98 -0.04
H -1.06 -2.98 -0.04
H -0.60 -2.76 1.63
H -2.32 -1.58 -1.22
H -4.58 1.05 -1.90
H -2.94 1.50 -2.20
H -2.31 -0.90 -4.73
H -1.50 0.27 -3.62
H -1.59 -1.42 -3.23
H -5.20 -0.99 -2.64
H -3.11 1.33 2.59
H -0.05 -0.88 2.92
O 1.69 0.62 1.10
P 3.13 0.96 0.86
O 3.16 2.53 1.29
C 2.96 2.91 2.66
C 4.16 2.61 3.54
O 3.19 1.06 -0.76
C 2.23 0.44 -1.60
C 1.18 1.43 -2.05
O 4.67 0.69 1.05
C 5.72 1.11 0.14
C 5.84 2.60 -0.05
H 2.06 2.41 3.05
H 2.75 3.98 2.65
H 4.33 1.54 3.63
H 4.01 3.02 4.54
H 5.06 3.05 3.11
H 1.78 -0.42 -1.10
H 2.78 0.05 -2.47
H 0.77 1.98 -1.20
H 0.37 0.93 -2.58
H 1.62 2.17 -2.72
H 5.61 0.59 -0.81
H 6.63 0.73 0.60
H 5.00 3.01 -0.60
H 6.75 2.80 -0.62
H 5.91 3.12 0.91

Results
* HOMO-LUMO gap: 7.22 eV
* total charge: +1



[9]
This record from the Open Molecules 2025 dataset describes a cluster of 2 separate species, C8H12IN2O2 in total. The level of theory is ωB97M-V/def2-TZVPD.

Element x y z (Å)
C 1.86 1.03 1.30
C -1.65 -1.22 2.59
C -1.58 0.02 1.94
C 1.20 2.14 1.04
C -1.52 1.36 -1.59
C -0.34 -1.75 -0.40
C -1.27 1.40 -0.08
C -1.41 0.11 0.62
N -2.08 -2.27 2.03
N -1.57 -1.14 -0.10
O -2.38 -2.02 0.57
O -2.17 -3.42 2.44
I 2.26 4.10 1.58
H 2.80 0.88 1.75
H 1.23 0.12 1.19
H -1.40 -1.25 3.73
H -0.57 1.04 -2.15
H -1.95 2.40 -1.91
H -2.39 0.71 -1.74
H -0.67 -2.79 -0.57
H 0.07 -0.98 -1.13
H 0.27 -1.87 0.47
H -0.14 1.75 0.27
H -1.96 2.16 0.42
H -1.71 0.92 2.47

Results
* expectation value of S²: 2.02
* HOMO-LUMO gap (spin up / spin down): 4.58 / 4.74 eV
* total charge: -1
* 2S+1: 3



[10]
This record from the Open Molecules 2025 dataset describes the ion C11H24N4O3P with charge +1. The level of theory is ωB97M-V/def2-TZVPD.

Element x y z (Å)
C 0.20 -2.42 1.39
C -0.01 -2.14 0.11
N -0.39 -0.79 -0.31
C 0.57 -0.33 -1.22
N 1.67 0.16 -0.72
C 2.83 0.66 -1.47
C 3.53 1.76 -0.65
O 2.57 2.52 0.06
C 2.69 2.46 1.48
C 1.74 3.47 2.11
N 0.41 -0.37 -2.58
C -0.81 -1.04 -3.13
O -1.59 -1.61 -2.13
C -1.72 -0.80 -1.00
C -2.79 -1.39 -0.09
C -3.02 -0.65 1.23
O -2.95 -1.60 2.29
P -2.32 0.95 -1.42
N -3.67 0.86 -2.17
H 0.04 -3.43 1.74
H 0.56 -1.70 2.11
H 0.11 -2.90 -0.65
H 1.74 0.20 0.28
H 2.51 1.08 -2.42
H 3.51 -0.16 -1.67
H 4.24 1.31 0.04
H 4.04 2.44 -1.34
H 3.73 2.67 1.76
H 2.47 1.45 1.87
H 2.26 4.41 2.28
H 0.90 3.65 1.45
H 1.39 3.10 3.07
H 0.47 0.58 -2.93
H -0.49 -1.85 -3.78
H -1.34 -0.31 -3.75
H -2.59 -2.44 0.11
H -3.71 -1.33 -0.68
H -2.26 0.13 1.39
H -3.99 -0.14 1.21
H -2.73 -1.14 3.11
H -1.31 1.59 -2.16
H -2.36 1.60 -0.18
H -3.67 1.28 -3.09

Results
* SMILES: C=CN1C(NCCOCC)=[NH+]CO[C@]1(CCO)[PH2]=N
* HOMO-LUMO gap: 8.78 eV
* total charge: +1



[11]
This record from the Open Molecules 2025 dataset describes a structure of composition C56H49NO3RuS5Si. The level of theory is ωB97M-V/def2-TZVPD.

Element x y z (Å)
Ru -1.23 1.14 -0.88
C 7.18 -1.18 0.78
C 5.71 -0.88 0.80
C 4.94 -0.96 -0.36
C 3.58 -0.67 -0.34
C 3.00 -0.29 0.85
C 3.74 -0.19 2.02
C 5.09 -0.49 1.99
S 1.27 0.04 0.96
O 0.83 0.16 -0.50
C 0.75 -1.54 1.57
C 0.97 -2.63 0.70
C 1.14 -3.87 1.22
C 1.37 -4.01 2.61
C 1.93 -5.20 3.12
C 2.38 -5.26 4.41
C 2.30 -4.12 5.22
C 1.69 -2.98 4.78
C 1.15 -2.90 3.47
C 0.54 -1.69 2.94
C -0.19 -0.75 3.86
C -0.71 -1.31 5.10
C -1.17 -2.65 5.20
C -1.64 -3.16 6.38
C -1.66 -2.36 7.54
C -1.33 -1.05 7.46
C -0.92 -0.48 6.23
C -0.84 0.92 6.09
C -0.80 1.43 4.83
C -0.51 0.60 3.71
S -1.16 1.49 2.32
O -1.28 0.53 1.11
C 0.07 2.68 1.79
C 1.21 3.03 2.50
C 2.11 3.90 1.90
C 1.91 4.41 0.62
C 2.91 5.34 -0.01
C 0.75 4.05 -0.06
C -0.17 3.21 0.54
H 7.44 -1.80 -0.08
H 7.49 -1.69 1.68
H 7.75 -0.25 0.70
H 5.41 -1.25 -1.29
H 2.99 -0.72 -1.25
H 3.26 0.11 2.95
H 5.67 -0.42 2.90
H 1.01 -2.44 -0.36
H 1.25 -4.73 0.57
H 2.04 -6.05 2.46
H 2.83 -6.17 4.79
H 2.73 -4.13 6.22
H 1.65 -2.12 5.43
H -1.18 -3.28 4.32
H -2.01 -4.17 6.41
H -2.00 -2.79 8.48
H -1.42 -0.40 8.32
H -0.99 1.56 6.94
H -1.00 2.48 4.67
H 1.41 2.61 3.48
H 3.01 4.17 2.44
H 3.90 5.19 0.40
H 2.62 6.37 0.17
H 2.95 5.18 -1.09
H 0.56 4.44 -1.05
H -1.16 3.06 0.06
O -1.09 2.24 -2.35
C -1.07 2.19 -3.80
C -1.24 3.62 -4.27
C -1.69 4.02 -5.49
C -1.64 5.43 -5.67
C -1.16 6.07 -4.57
S -0.76 4.97 -3.32
C 0.28 1.68 -4.27
C 0.67 1.31 -5.52
C 2.06 1.05 -5.61
C 2.70 1.25 -4.42
S 1.62 1.75 -3.20
C -2.26 1.40 -4.28
C -2.36 0.39 -5.19
C -3.71 0.00 -5.44
C -4.60 0.71 -4.70
S -3.82 1.88 -3.72
H -2.06 3.33 -6.24
H -1.96 5.94 -6.56
H -1.03 7.13 -4.41
H 0.01 1.28 -6.37
H 2.56 0.74 -6.51
H 3.76 1.14 -4.21
H -1.51 -0.08 -5.67
H -3.99 -0.77 -6.14
H -5.67 0.63 -4.70
C -5.40 -1.09 -1.55
Si -3.87 -0.58 -0.63
C -3.43 -1.83 0.66
C -4.19 1.15 0.04
N -2.32 -0.41 -1.60
C -1.84 -1.29 -2.49
C -2.71 -2.27 -3.09
C -2.21 -3.19 -3.97
C -0.85 -3.17 -4.33
C 0.01 -2.22 -3.77
C -0.46 -1.30 -2.87
H -6.25 -0.78 -0.93
H -5.47 -2.17 -1.68
H -5.50 -0.61 -2.52
H -4.21 -1.89 1.43
H -2.48 -1.60 1.15
H -3.34 -2.82 0.21
H -4.66 1.06 1.03
H -4.87 1.68 -0.62
H -3.33 1.81 0.20
H -3.76 -2.27 -2.86
H -2.87 -3.92 -4.42
H -0.47 -3.90 -5.03
H 1.05 -2.21 -4.05
H 0.21 -0.59 -2.41

Results
* expectation value of S²: 6.04
* HOMO-LUMO gap (spin up / spin down): 6.36 / 4.77 eV
* total charge: +2
* 2S+1: 5



[12]
This record from the Open Molecules 2025 dataset describes a cluster of 6 separate species, H12O6 in total. The level of theory is ωB97M-V/def2-TZVPD.

Element x y z (Å)
O -2.99 1.47 -2.19
H -2.22 1.68 -1.66
H -3.73 1.62 -1.61
O -0.55 -1.93 2.57
H 0.34 -2.17 2.31
H -0.90 -1.45 1.82
O 0.06 1.34 -2.39
H -0.20 2.09 -2.92
H 0.56 0.79 -2.99
O -0.72 -2.53 -0.88
H 0.11 -3.01 -0.91
H -0.55 -1.78 -0.31
O 3.27 0.71 2.90
H 3.15 1.24 2.11
H 4.08 1.04 3.29
O -0.09 -0.01 0.40
H -0.33 0.59 -0.31
H 0.72 0.35 0.76

Results
* SMILES: O.O.O.O.O.O
* HOMO-LUMO gap: 10.86 eV
* total charge: 0



[13]
This record from the Open Molecules 2025 dataset describes the molecule C5H15N2S. The level of theory is ωB97M-V/def2-TZVPD.

Element x y z (Å)
C 1.01 1.52 -0.60
N -0.10 0.66 -1.01
C -0.93 0.09 0.10
C -2.27 -0.48 -0.35
S -2.69 -2.02 0.54
C 2.00 0.85 0.33
N 2.54 -0.30 -0.38
C 3.05 1.86 0.79
H 0.63 2.44 -0.15
H 1.49 1.84 -1.53
H -0.78 1.19 -1.67
H -1.15 0.95 0.74
H -0.31 -0.54 0.73
H -2.41 -0.63 -1.41
H -3.04 0.22 -0.03
H -1.49 -2.61 0.38
H 1.57 0.44 1.24
H 2.79 -1.09 0.19
H 0.21 -0.15 -1.57
H 3.30 -0.05 -1.00
H 3.57 2.34 -0.04
H 2.64 2.61 1.47
H 3.86 1.32 1.28

Results
* expectation value of S²: 0.75
* HOMO-LUMO gap (spin up / spin down): 3.72 / 9.80 eV
* total charge: 0
* 2S+1: 2